Record 1
{"formula": "C5H7F", "method": "ωB97M-V/def2-TZVPD", "elements": ["C", "C", "C", "C", "C", "F", "H", "H", "H", "H", "H", "H", "H"], "xyz": [[0.542, 1.064, 0.529], [0.328, -0.259, 0.208], [-0.649, 1.774, 0.006], [-1.060, -0.120, -0.403], [1.025, -1.613, 0.061], [-2.151, -0.464, 0.272], [1.365, 1.529, 0.950], [-1.466, 2.135, 0.601], [-0.594, 2.383, -0.834], [-1.110, -0.485, -1.522], [0.514, -2.204, -0.704], [1.153, -2.182, 1.038], [2.104, -1.558, -0.203]], "nbo_charge": [-0.167, -0.055, -0.434, 0.231, -0.666, -0.344, 0.193, 0.203, 0.198, 0.153, 0.224, 0.234, 0.228], "lumo_ev": 1.023, "orbital_gap_ev": 10.056, "de_lowest_kcal_mol": 60.2}

Record 2
{"formula": "C5H7F", "method": "ωB97M-V/def2-TZVPD", "elements": ["C", "C", "C", "H", "H", "H", "H", "C", "C", "F", "H", "H", "H"], "xyz": [[-2.921, 0.709, -0.907], [-1.777, 1.024, -0.769], [-0.412, 1.447, -0.659], [-3.688, 0.042, -1.141], [-0.338, 1.733, 0.331], [-0.003, 2.334, -1.292], [0.274, 0.508, -0.694], [1.376, -1.243, 1.549], [1.506, -1.483, 0.293], [2.119, -0.664, -0.601], [1.409, -0.174, 1.785], [1.014, -1.871, 2.308], [1.442, -2.360, -0.203]], "nbo_charge": [-0.272, 0.013, -0.707, 0.228, 0.233, 0.245, 0.253, -0.491, 0.247, -0.347, 0.211, 0.227, 0.160], "lumo_ev": 1.016, "smiles": "C#CC.C=CF", "orbital_gap_ev": 10.863, "de_lowest_kcal_mol": 73.0}

Record 3
{"formula": "C5H7F", "method": "ωB97M-V/def2-TZVPD", "elements": ["C", "C", "C", "C", "C", "F", "H", "H", "H", "H", "H", "H", "H"], "xyz": [[0.172, -1.372, 0.640], [-0.257, -0.268, 0.057], [-1.713, 0.062, 0.103], [0.638, 0.707, -0.569], [1.903, 0.982, -0.282], [-0.036, 1.293, -1.614], [1.199, -1.696, 0.518], [-0.527, -1.980, 1.205], [-2.060, 0.469, -0.865], [-2.295, -0.884, 0.270], [-1.906, 0.742, 0.925], [2.565, 1.584, -0.899], [2.316, 0.363, 0.511]], "nbo_charge": [-0.358, -0.078, -0.637, 0.385, -0.478, -0.349, 0.200, 0.200, 0.235, 0.214, 0.222, 0.226, 0.218], "lumo_ev": 0.931, "smiles": "C=C(C)C(=C)F", "orbital_gap_ev": 10.166, "de_lowest_kcal_mol": 14.2}